# 1
A cluster of 13 separate species, C17H46N15O29P in total in a non-equilibrium geometry. Source: OMol25; level of theory: wB97M-V/def2-TZVPD.

Results
orbital gap = 8.55 eV
molecular weight = 955.605 g/mol
E_HOMO = -9.015 eV
largest force on an atom = 6.4 eV/Å

ORCA input file:
```
! RIJCOSX wB97M-V def2-TZVPD def2/J DEFGRID3
* xyz 0 1
N 0.985 -2.246 0.111
P 1.306 -0.762 0.295
O 2.454 -0.321 1.348
O 1.905 -0.100 -1.058
C -0.207 0.304 0.661
C -1.238 -0.578 1.383
O -1.833 -1.549 0.512
N -2.722 -0.935 -0.371
O -2.811 -1.579 -1.348
C -0.719 1.110 -0.561
C 0.225 2.336 -0.625
C 0.827 2.389 0.771
O 1.771 3.054 1.141
N 0.147 1.450 1.538
H 1.524 -2.911 0.655
H 2.121 -0.256 2.255
H 1.753 -0.791 -1.737
H -0.743 -1.159 2.176
H -1.988 0.053 1.883
H -1.705 1.497 -0.254
H -0.832 0.549 -1.496
H 1.041 2.277 -1.352
H -0.318 3.268 -0.847
H 0.469 1.286 2.484
C -0.742 -4.533 -2.966
N 0.483 -3.750 -2.662
O 1.478 -4.350 -2.306
O 0.394 -2.543 -2.755
H -0.509 -5.583 -2.826
H -1.501 -4.193 -2.267
H -1.049 -4.313 -3.984
C -5.818 -3.036 -2.233
N -5.873 -3.975 -3.389
O -5.213 -3.705 -4.375
O -6.577 -4.955 -3.268
H -5.150 -2.223 -2.491
H -6.831 -2.689 -2.049
H -5.450 -3.599 -1.380
C -4.685 -2.525 -5.947
N -3.510 -3.243 -5.387
O -2.844 -2.683 -4.546
O -3.297 -4.366 -5.811
H -4.740 -1.553 -5.473
H -4.533 -2.449 -7.020
H -5.561 -3.130 -5.731
C -4.562 -7.114 -6.768
N -4.819 -7.263 -8.227
O -5.533 -6.439 -8.763
O -4.293 -8.203 -8.785
H -5.088 -6.235 -6.419
H -4.916 -8.020 -6.285
H -3.490 -7.006 -6.638
C 2.597 1.252 -4.227
N 1.235 1.847 -4.291
O 0.308 1.124 -4.597
O 1.137 3.025 -4.010
H 2.517 0.204 -4.498
H 3.229 1.803 -4.916
H 2.949 1.386 -3.210
C -2.981 0.484 6.060
N -2.270 0.360 4.761
O -2.516 1.167 3.889
O -1.489 -0.567 4.646
H -3.644 1.340 6.019
H -3.531 -0.443 6.200
H -2.226 0.596 6.832
C 1.449 4.855 5.107
N 0.176 4.216 5.529
O 0.162 3.018 5.720
O -0.790 4.947 5.669
H 2.206 4.084 5.027
H 1.265 5.332 4.148
H 1.698 5.590 5.866
C -3.822 4.918 5.932
N -5.044 4.254 6.461
O -4.955 3.067 6.715
O -6.037 4.930 6.620
H -3.039 4.175 5.857
H -4.069 5.342 4.963
H -3.556 5.705 6.631
C 3.154 -6.441 0.987
N 2.026 -5.537 1.337
O 0.897 -5.929 1.150
O 2.326 -4.446 1.789
H 2.738 -7.364 0.599
H 3.755 -5.925 0.245
H 3.730 -6.604 1.894
C 4.785 1.994 0.066
N 5.266 1.776 -1.326
O 4.795 2.458 -2.220
O 6.115 0.923 -1.498
H 4.035 2.777 0.051
H 4.362 1.055 0.414
H 5.650 2.267 0.664
C 2.702 8.150 9.193
N 3.014 7.372 7.963
O 3.787 7.848 7.163
O 2.460 6.294 7.844
H 3.263 9.076 9.158
H 1.630 8.323 9.198
H 2.987 7.534 10.041
C 7.845 1.754 -3.966
N 8.980 2.202 -4.820
O 10.106 1.917 -4.467
O 8.698 2.828 -5.822
H 8.243 1.211 -3.119
H 7.300 2.640 -3.655
H 7.207 1.125 -4.579
*
```


# 2
A structure of composition C17H46NO18S4V in a non-equilibrium geometry. Source: OMol25; level of theory: wB97M-V/def2-TZVPD.

Results
orbital gap = 3.99 eV
relative energy (zero: lowest compared OMol25 entry of this formula, charge and spin) = 6.966 eV
molecular weight = 731.756 g/mol
E_HOMO = -7.955 eV
largest force on an atom = 4.0 eV/Å

ORCA input file:
```
! RIJCOSX wB97M-V def2-TZVPD def2/J DEFGRID3
* xyz 0 1
O 0.451 0.571 7.099
V 0.873 -0.917 6.574
O -0.429 -1.870 6.556
C -0.179 0.813 1.761
C 0.671 -0.370 1.475
C 1.553 -0.236 0.207
O 1.372 -0.740 2.653
H 0.424 1.677 2.039
H -0.914 0.675 2.553
H -0.847 1.023 0.926
H -0.036 -1.174 1.271
H 1.014 -0.075 -0.726
H 2.174 -1.118 0.051
H 2.224 0.615 0.328
C 1.362 -5.818 0.900
O 1.521 -7.271 1.175
H 2.315 -5.378 0.607
H 0.565 -5.787 0.157
H 0.973 -5.301 1.778
H 2.048 -7.692 0.492
O -6.952 3.678 -2.177
S -5.987 2.601 -1.796
O -5.986 1.918 -0.496
O -6.068 1.554 -3.051
C -6.087 0.152 -2.937
C -4.656 -0.329 -2.836
C -4.299 3.245 -2.169
H -6.563 -0.275 -3.819
H -6.744 -0.158 -2.125
H -4.429 -1.392 -2.919
H -4.204 0.078 -1.931
H -4.110 0.184 -3.628
H -3.492 2.540 -1.971
H -4.100 4.054 -1.466
H -4.416 3.708 -3.149
O -8.059 0.792 7.159
S -7.400 0.810 5.848
O -6.081 1.474 5.677
O -7.248 -0.780 5.465
C -6.301 -1.155 4.438
C -6.097 -2.674 4.448
C -8.500 1.386 4.487
H -5.369 -0.592 4.473
H -6.671 -0.827 3.467
H -5.221 -2.882 3.833
H -6.900 -3.303 4.063
H -5.897 -3.062 5.446
H -8.030 1.313 3.506
H -8.774 2.440 4.505
H -9.366 0.728 4.561
O 6.014 -3.335 -8.386
S 6.260 -1.986 -8.018
O 6.592 -1.004 -9.032
O 4.990 -1.590 -7.026
C 5.024 -0.196 -6.797
C 4.024 0.084 -5.652
C 7.588 -2.160 -6.666
H 4.678 0.367 -7.665
H 5.982 0.156 -6.415
H 4.501 -0.001 -4.676
H 3.184 -0.610 -5.634
H 3.590 1.079 -5.754
H 7.577 -3.193 -6.320
H 7.367 -1.421 -5.896
H 8.582 -1.960 -7.068
O 5.894 6.499 2.351
S 5.034 5.363 2.680
O 5.528 4.015 2.880
O 4.032 5.782 3.980
C 3.133 4.819 4.603
C 2.791 5.458 5.997
C 3.762 5.167 1.436
H 3.580 3.827 4.663
H 2.211 4.997 4.050
H 1.923 4.958 6.426
H 2.692 6.542 5.958
H 3.641 5.336 6.669
H 2.782 4.947 1.859
H 4.076 4.337 0.803
H 3.679 6.017 0.759
C 3.382 -5.020 -3.963
N 4.104 -6.353 -3.671
O 4.751 -6.801 -4.562
O 4.080 -6.760 -2.525
H 3.173 -4.672 -2.952
H 2.666 -5.263 -4.748
H 4.008 -4.283 -4.468
*
```


# 3
A structure of composition C17H46O12S7V in a non-equilibrium geometry. Source: OMol25; level of theory: wB97M-V/def2-TZVPD.

Results
orbital gap = 7.70 eV
molecular weight = 717.956 g/mol
E_HOMO = -9.969 eV
largest force on an atom = 2.2 eV/Å

ORCA input file:
```
! RIJCOSX wB97M-V def2-TZVPD def2/J DEFGRID3
* xyz 1 1
O 0.823 -0.007 0.270
V -0.692 0.205 -0.239
O -1.021 1.774 -0.151
C 4.128 -2.452 -0.650
C 2.707 -2.838 -1.005
O 2.658 -2.524 -2.399
C 3.613 -1.651 -2.703
O 3.638 -1.009 -3.698
O 4.494 -1.535 -1.670
H 4.764 -3.338 -0.560
H 4.216 -1.949 0.311
H 1.979 -2.210 -0.497
H 2.532 -3.876 -0.733
C -3.910 0.739 2.441
S -2.565 -0.422 2.804
O -1.780 -0.593 1.535
C -1.624 0.715 3.889
H -4.629 0.210 1.819
H -3.618 1.691 2.000
H -4.340 1.006 3.410
H -2.279 1.041 4.690
H -1.232 1.539 3.294
H -0.787 0.082 4.182
C 1.012 0.322 -4.758
S -0.190 1.003 -3.554
O 0.168 0.328 -2.246
C 0.531 2.666 -3.408
H 0.791 0.801 -5.713
H 0.903 -0.756 -4.850
H 2.029 0.522 -4.429
H -0.106 3.193 -2.703
H 0.628 3.165 -4.372
H 1.555 2.581 -3.041
C 3.624 1.863 0.536
S 5.156 1.497 -0.416
O 6.029 2.730 -0.433
C 5.935 0.397 0.832
H 3.929 2.504 1.359
H 3.186 0.920 0.862
H 2.947 2.317 -0.183
H 6.457 -0.451 0.392
H 5.195 0.010 1.538
H 6.656 0.934 1.450
C -2.816 -3.552 -1.039
S -0.985 -3.408 -1.049
O -0.744 -1.957 -0.757
C -0.722 -4.200 0.538
H -3.271 -2.754 -0.457
H -3.159 -4.522 -0.676
H -3.126 -3.489 -2.083
H -1.428 -3.763 1.244
H 0.285 -3.914 0.839
H -0.894 -5.271 0.439
C -3.666 1.270 -3.249
S -3.405 -0.287 -2.330
O -2.524 -0.002 -1.139
C -5.084 -0.432 -1.629
H -4.692 1.586 -3.072
H -3.409 1.072 -4.284
H -3.038 2.081 -2.886
H -5.176 0.232 -0.771
H -5.366 -1.460 -1.402
H -5.856 -0.165 -2.356
C 1.892 -0.895 3.647
S 1.419 -2.513 2.984
O 2.281 -2.649 1.769
C 2.230 -3.446 4.328
H 1.430 -0.709 4.617
H 1.669 -0.122 2.915
H 2.961 -0.997 3.824
H 1.592 -3.446 5.215
H 3.188 -3.023 4.625
H 2.372 -4.486 4.037
C -3.866 4.161 0.579
S -2.403 4.633 1.540
O -1.935 3.432 2.276
C -1.384 4.910 0.081
H -4.640 3.779 1.243
H -3.552 3.351 -0.088
H -4.258 4.943 -0.069
H -1.673 5.792 -0.489
H -1.383 4.049 -0.588
H -0.373 5.031 0.473
*
```


# 4
A cluster of 6 separate species, C17H47Cl2NO17P4 in total in a non-equilibrium geometry. Source: OMol25; level of theory: wB97M-V/def2-TZVPD.

Results
orbital gap = 9.91 eV
molecular weight = 732.355 g/mol
E_HOMO = -9.417 eV
largest force on an atom = 2.0 eV/Å

ORCA input file:
```
! RIJCOSX wB97M-V def2-TZVPD def2/J DEFGRID3
* xyz 0 1
C 13.693 -11.678 21.136
O 14.988 -12.278 21.018
P 15.853 -12.627 22.299
O 15.304 -13.662 23.173
O 16.092 -11.238 23.015
C 15.348 -10.914 24.176
O 17.248 -12.908 21.648
C 17.398 -14.018 20.737
H 12.970 -12.324 20.630
H 13.691 -10.704 20.648
H 13.348 -11.564 22.167
H 14.725 -11.758 24.480
H 14.646 -10.122 23.913
H 16.041 -10.623 24.951
H 18.130 -14.699 21.159
H 17.725 -13.647 19.761
H 16.451 -14.518 20.512
C 11.682 -12.651 29.995
O 11.300 -12.450 28.624
P 11.540 -13.632 27.600
O 11.248 -14.973 28.098
O 10.712 -13.154 26.345
C 9.392 -12.667 26.464
O 13.042 -13.414 27.175
C 13.572 -14.227 26.137
H 12.763 -12.685 30.101
H 11.199 -13.559 30.370
H 11.281 -11.844 30.608
H 8.671 -13.409 26.102
H 9.295 -11.776 25.853
H 9.076 -12.476 27.490
H 13.937 -15.201 26.476
H 14.489 -13.777 25.761
H 12.811 -14.322 25.372
C 21.634 -15.361 28.924
O 21.929 -15.274 27.498
P 23.366 -15.573 26.906
O 23.714 -16.968 26.711
O 23.371 -14.675 25.610
C 22.148 -14.258 24.991
O 24.273 -14.783 27.925
C 25.702 -14.672 27.793
H 21.192 -16.320 29.176
H 20.931 -14.553 29.146
H 22.528 -15.131 29.505
H 21.623 -13.497 25.555
H 21.488 -15.126 24.874
H 22.431 -14.014 23.974
H 26.045 -13.632 27.764
H 26.076 -15.113 26.861
H 26.163 -15.159 28.655
C 24.302 -11.358 26.853
O 23.499 -11.954 27.917
P 22.157 -11.279 28.355
O 21.134 -11.190 27.319
O 21.845 -12.173 29.617
C 20.749 -11.970 30.459
O 22.527 -9.866 29.010
C 23.709 -9.745 29.816
H 23.644 -10.844 26.150
H 24.795 -12.182 26.356
H 24.966 -10.614 27.290
H 20.335 -12.942 30.732
H 19.950 -11.420 29.949
H 20.905 -11.427 31.396
H 23.413 -9.339 30.791
H 24.377 -8.978 29.408
H 24.260 -10.672 29.954
C 22.295 -10.729 24.386
N 22.045 -11.401 23.145
C 22.799 -11.228 22.012
C 22.352 -12.043 20.816
O 23.765 -10.448 21.946
H 21.719 -11.170 25.189
H 22.181 -9.648 24.311
H 23.354 -10.897 24.601
H 21.162 -11.848 22.963
H 22.949 -11.844 19.934
H 21.304 -11.884 20.548
H 22.451 -13.117 21.023
Cl 17.631 -12.928 28.401
C 17.519 -13.271 26.658
C 18.874 -13.516 26.075
Cl 18.620 -13.720 24.292
H 16.993 -12.460 26.152
H 16.815 -14.089 26.511
H 19.285 -14.458 26.424
H 19.559 -12.688 26.192
*
```


# 5
A cluster of 7 separate species, C17H47Cl6O20P5 in total in a non-equilibrium geometry. Source: OMol25; level of theory: wB97M-V/def2-TZVPD.

Results
orbital gap (alpha / beta) = 2.38 / 8.57 eV
relative energy (zero: lowest compared OMol25 entry of this formula, charge and spin) = 0.810 eV
molecular weight = 939.131 g/mol
E_HOMO (alpha / beta) = -0.374 / -6.577 eV
largest force on an atom = 3.6 eV/Å

ORCA input file:
```
! RIJCOSX wB97M-V def2-TZVPD def2/J DEFGRID3
* xyz -1 2
C -3.679 -6.040 4.521
O -3.587 -5.643 3.090
P -4.367 -4.286 2.550
O -5.823 -4.339 2.818
O -4.004 -4.195 1.012
C -4.845 -3.460 0.165
O -3.688 -2.999 3.309
C -3.983 -1.626 2.964
H -3.298 -5.330 5.255
H -3.109 -6.964 4.612
H -4.722 -6.288 4.719
H -5.016 -3.979 -0.778
H -4.162 -2.695 -0.204
H -5.690 -2.964 0.644
H -4.137 -1.048 3.875
H -4.893 -1.472 2.383
H -3.228 -1.175 2.320
C 1.185 0.137 -3.226
O 0.537 0.192 -4.512
P 0.111 1.567 -5.310
O -1.296 1.966 -5.135
O 0.618 1.421 -6.857
C 0.463 2.457 -7.801
O 1.147 2.663 -4.714
C 2.522 2.618 -5.102
H 2.235 0.389 -3.375
H 1.342 -0.860 -2.814
H 0.570 0.713 -2.536
H -0.316 2.046 -8.443
H 1.363 2.745 -8.344
H 0.065 3.273 -7.199
H 3.154 2.264 -4.288
H 2.856 3.564 -5.527
H 2.801 1.936 -5.905
C 2.769 3.173 -1.688
O 2.461 3.492 -0.294
P 3.345 2.783 0.884
O 3.528 1.305 0.696
O 2.594 3.164 2.266
C 3.056 2.464 3.443
O 4.673 3.713 0.836
C 5.916 3.096 1.060
H 2.599 4.041 -2.327
H 2.115 2.398 -2.086
H 3.796 2.867 -1.888
H 2.574 1.522 3.181
H 2.667 2.970 4.327
H 4.135 2.311 3.466
H 5.803 2.754 2.089
H 6.705 3.848 1.061
H 6.031 2.222 0.419
C 5.312 -0.941 2.849
O 5.332 -1.132 4.238
P 4.114 -1.966 5.007
O 4.143 -2.349 6.450
O 2.860 -1.063 4.451
C 2.058 -0.433 5.500
O 3.988 -3.243 4.002
C 3.003 -4.306 4.308
H 6.196 -1.322 2.339
H 5.017 0.084 2.626
H 4.485 -1.516 2.434
H 1.032 -0.307 5.154
H 2.456 0.427 6.037
H 1.818 -1.116 6.316
H 2.438 -4.295 5.240
H 3.608 -5.213 4.285
H 2.279 -4.378 3.496
C -3.150 -0.862 -6.476
O -3.278 -0.593 -5.034
P -4.633 -0.002 -4.304
O -5.130 1.302 -4.660
O -5.757 -1.158 -4.494
C -5.371 -2.465 -4.169
O -4.229 0.057 -2.712
C -2.966 0.649 -2.243
H -2.984 -1.939 -6.456
H -2.376 -0.273 -6.970
H -4.114 -0.626 -6.926
H -6.192 -3.083 -3.808
H -4.722 -2.392 -3.296
H -5.004 -3.117 -4.962
H -3.019 1.451 -1.508
H -2.399 1.075 -3.071
H -2.507 -0.242 -1.814
C -0.777 1.582 1.570
Cl 0.136 0.784 2.916
Cl -2.515 1.663 2.108
Cl -0.535 0.646 0.050
H -0.505 2.623 1.397
C 0.085 5.074 4.496
Cl -1.232 4.282 5.425
Cl 0.163 6.816 4.735
Cl 0.074 4.569 2.885
H 0.903 4.535 4.974
*
```